P.
{
  "formula": "C6H15NO",
  "method": "ωB97M-V with the def2-TZVPD basis set",
  "elements": ["C", "C", "O", "N", "H", "H", "H", "H", "H", "C", "C", "C", "C", "H", "H", "H", "H", "H", "H", "H", "H", "H", "H"],
  "xyz": [[-0.5642, 1.8389, 1.6438], [-0.1527, 0.7577, 2.6208], [0.5463, 1.0158, 3.5698], [-0.5718, -0.5436, 2.3494], [-1.6048, 1.9024, 1.3949], [0.1643, 1.8990, 0.8253], [-0.4585, -1.2521, 3.0731], [-1.4590, -0.6384, 1.8786], [-0.4855, 2.8511, 2.0782], [0.2746, -0.2099, -1.0489], [1.0604, 0.4192, -2.1620], [-1.1063, -0.6779, -1.4700], [1.0226, -1.5662, -0.6676], [0.4069, 0.3825, -0.1063], [0.4110, 1.1602, -2.6300], [1.3693, -0.1965, -3.0330], [-1.1430, -1.2084, -2.4328], [-1.5395, -1.4474, -0.8130], [-1.9234, 0.0611, -1.5449], [0.4354, -2.3592, -0.2155], [1.5950, -1.8754, -1.5542], [1.8028, -1.2801, 0.0477], [1.9201, 0.9672, -1.8036]],
  "smiles": "CC(N)=O.CC(C)C",
  "homo_energy_ev": -9.9,
  "homo_lumo_gap_ha": 0.3898
}

***

Q.
{
  "formula": "C6H15NO",
  "method": "ωB97M-V with the def2-TZVPD basis set",
  "elements": ["C", "N", "C", "C", "C", "C", "C", "H", "H", "H", "H", "H", "H", "H", "H", "H", "H", "H", "H", "H", "H", "H", "O"],
  "xyz": [[-0.0025, 2.2536, 1.3111], [0.5665, 0.9473, 1.5355], [0.2807, -0.1979, 0.6695], [-1.0669, -0.9321, 0.8697], [-2.2402, -0.0809, 0.4176], [-3.0894, -0.4718, -0.5117], [1.4277, -1.1966, 0.9315], [0.4332, 2.9336, 2.0458], [0.1888, 2.6629, 0.3146], [-1.0864, 2.3508, 1.4141], [0.6021, 0.6941, 2.5019], [0.3632, 0.1421, -0.3650], [-1.0616, -1.8509, 0.2849], [-1.2535, -1.1848, 1.9191], [-2.2474, 0.8937, 0.8741], [-3.8829, 0.1490, -0.9220], [-3.2535, -1.4905, -0.8572], [1.2142, -1.7696, 1.8435], [2.3751, -0.6955, 1.0710], [1.4173, -1.9758, 0.1706], [2.9703, 0.2234, -5.0691], [3.5501, -1.0999, -5.4518], [3.7952, -0.3042, -4.9976]],
  "smiles": "C=CC[C@H](C)NC.O",
  "homo_energy_ev": -8.4,
  "homo_lumo_gap_ha": 0.3414
}

***

R.
{
  "formula": "C6H15NO",
  "method": "ωB97M-V with the def2-TZVPD basis set",
  "elements": ["C", "C", "C", "C", "C", "N", "C", "H", "H", "H", "H", "H", "H", "H", "H", "H", "H", "H", "H", "H", "H", "H", "O"],
  "xyz": [[1.7339, -0.0784, -0.1589], [1.3986, 1.4301, -0.4012], [-0.0332, 1.6235, -0.8972], [-0.9587, 2.4339, -0.3629], [0.8858, -0.9282, 0.8628], [-0.5115, -0.6537, 0.7703], [-1.5699, -1.4588, 1.4494], [1.5595, -0.5598, -1.1869], [2.7398, -0.2607, 0.1175], [2.1394, 1.8974, -1.1129], [1.5817, 2.0886, 0.4358], [-0.1866, 1.0959, -1.8786], [-1.9865, 2.5719, -0.5785], [-0.6099, 3.0386, 0.4514], [1.2959, -0.7864, 1.8312], [1.1054, -2.0484, 0.8344], [-0.6946, 0.3282, 0.9034], [-1.2513, -2.3977, 1.8224], [-2.1562, -0.9142, 2.3885], [-2.2784, -1.6509, 0.7273], [-0.2861, -2.1873, -1.9624], [-1.3973, -1.2749, -1.8536], [-0.5198, -1.3086, -2.2015]],
  "smiles": "C=CCCCNC.O",
  "homo_energy_ev": -8.1,
  "homo_lumo_gap_ha": 0.3296
}

***

Energies relative to the most stable structure, in hartree: P 0.0000; Q 0.0383; R 0.0778.

***

P.
{
  "formula": "C6H15NO",
  "method": "ωB97M-V with the def2-TZVPD basis set",
  "elements": ["C", "C", "C", "O", "N", "H", "H", "H", "H", "H", "H", "H", "C", "C", "C", "H", "H", "H", "H", "H", "H", "H", "H"],
  "xyz": [[-0.4594, 2.1557, -1.0254], [-1.4525, 1.0100, -1.3515], [0.4676, 1.7758, 0.1164], [1.5407, 1.2296, -0.0141], [-0.0044, 2.1786, 1.3474], [0.1456, 2.3222, -1.9209], [-0.9893, 3.0681, -0.7499], [-0.8803, 0.0764, -1.3102], [-1.9701, 1.2071, -2.2767], [0.5695, 2.0024, 2.1544], [-1.0004, 2.2736, 1.4670], [-2.1731, 0.9109, -0.5368], [-0.0986, -2.0014, 0.1189], [-0.3124, -3.2545, -0.7677], [0.6089, -2.2282, 1.4616], [0.5205, -1.3242, -0.4704], [-1.0888, -1.6070, 0.3316], [-1.3531, -3.5565, -0.8331], [1.1870, -3.1495, 1.4834], [1.2088, -1.3567, 1.7233], [0.2150, -4.1152, -0.3380], [0.0993, -3.0872, -1.7678], [-0.1062, -2.4054, 2.2685]],
  "smiles": "CCC(N)=O.CCC",
  "homo_energy_ev": -9.8,
  "homo_lumo_gap_ha": 0.3921
}

***

Q.
{
  "formula": "C6H15NO",
  "method": "ωB97M-V with the def2-TZVPD basis set",
  "elements": ["C", "C", "N", "C", "C", "C", "C", "O", "H", "H", "H", "H", "H", "H", "H", "H", "H", "H", "H", "H", "H", "H", "H"],
  "xyz": [[3.4375, -0.9366, 0.8536], [2.0397, -0.3003, 0.4838], [1.7351, 0.3956, -0.7016], [1.9475, 1.8781, -0.4377], [-1.5840, -0.5048, -1.1912], [-2.2372, 0.7309, -0.6351], [-2.2668, 0.8309, 0.7083], [-3.1533, -1.8470, 0.4955], [4.2419, -0.8503, 0.0463], [3.2236, -1.9777, 1.1953], [3.8871, -0.3911, 1.6520], [1.7009, 0.2438, 1.4203], [1.2219, -1.1952, 0.6174], [2.7520, 2.1090, 0.3330], [2.2997, 2.3484, -1.3538], [0.9511, 2.3004, -0.1682], [-2.0397, -1.3222, -0.4646], [-0.5245, -0.4160, -0.9107], [-1.6566, -0.7188, -2.2544], [-2.5453, 1.5583, -1.2964], [-2.2377, -0.2361, 1.1124], [-2.5104, 1.7248, 1.2594], [-3.7035, -1.3592, 1.0684]],
  "homo_energy_ev": -7.4,
  "homo_lumo_gap_ha": 0.1219
}

***

R.
{
  "formula": "C6H15NO",
  "method": "ωB97M-V with the def2-TZVPD basis set",
  "elements": ["C", "C", "C", "H", "H", "H", "H", "H", "H", "H", "H", "C", "C", "N", "C", "O", "H", "H", "H", "H", "H", "H", "H"],
  "xyz": [[0.1983, 0.4562, 1.2432], [-0.4839, 0.0417, 2.5460], [1.6898, 0.1398, 1.3611], [0.0507, 1.5380, 1.1151], [0.2907, 1.1207, -0.9844], [2.2381, 0.5359, 0.5044], [2.1539, 0.5700, 2.2519], [-1.5248, 0.3615, 2.5989], [-0.4517, -1.0428, 2.6674], [0.0233, 0.4452, 3.4268], [1.8429, -0.9415, 1.3669], [0.2901, -0.0884, -2.9820], [-1.8652, -0.2092, -0.4499], [0.6077, 0.2575, -1.5930], [-0.4911, -0.6975, -0.0615], [-0.2712, -1.8731, 0.1273], [1.6130, 0.1830, -1.4626], [-0.7722, 0.0648, -3.1629], [0.8713, 0.4925, -3.7030], [0.5518, -1.1398, -3.1182], [-2.3113, -0.8773, -1.1878], [-2.5206, -0.1053, 0.4101], [-1.7295, 0.7682, -0.9136]],
  "smiles": "CC(=O)C(C)C.CN",
  "homo_energy_ev": -8.3,
  "homo_lumo_gap_ha": 0.3341
}

***

Energies relative to the most stable structure, in hartree: P 0.0000; Q 0.3778; R 0.0840.

***

P.
{
  "formula": "C6H15NO",
  "method": "ωB97M-V with the def2-TZVPD basis set",
  "elements": ["C", "C", "C", "C", "C", "C", "N", "H", "H", "H", "H", "H", "H", "H", "H", "H", "H", "H", "H", "H", "H", "H", "O"],
  "xyz": [[0.4318, 0.9113, 1.4331], [1.1123, 1.0227, 0.0578], [0.1588, 1.0092, -1.1047], [-0.6440, -0.3386, -1.3491], [0.2428, -1.2717, -2.1578], [1.2190, -1.9725, -1.5779], [-0.8857, 1.5057, 1.6635], [0.3114, -0.1123, 1.8058], [1.0791, 1.3087, 2.2249], [1.8291, 0.2076, 0.1220], [1.6211, 1.9905, 0.0028], [-0.5184, 1.8645, -1.0698], [0.7423, 1.1575, -2.0181], [-1.5464, -0.1097, -1.9078], [-0.8340, -0.8319, -0.3948], [-0.1526, -1.4461, -3.1516], [1.9178, -2.6521, -2.0391], [1.2053, -1.9050, -0.4951], [-0.9004, 2.5112, 1.7931], [-1.4429, 1.3567, 0.8236], [-1.2678, -1.0624, 1.8068], [-2.1075, -1.4000, 3.1288], [-1.5710, -1.7435, 2.4037]],
  "smiles": "C=CCCCCN.O",
  "homo_energy_ev": -9.4,
  "homo_lumo_gap_ha": 0.3823
}

***

Q.
{
  "formula": "C6H15NO",
  "method": "ωB97M-V with the def2-TZVPD basis set",
  "elements": ["C", "C", "C", "C", "C", "C", "N", "O", "H", "H", "H", "H", "H", "H", "H", "H", "H", "H", "H", "H", "H", "H", "H"],
  "xyz": [[-2.3310, -0.1675, 0.7532], [-0.7609, 1.4757, -0.4616], [-1.2785, -0.7125, -1.4004], [2.1798, 0.7377, 1.1141], [2.0146, -1.2862, -0.1740], [-1.2177, 0.1004, -0.1323], [1.3243, -0.1495, 0.4147], [0.1324, -0.5827, 0.9530], [-2.5122, -1.2545, 1.0102], [-2.2836, 0.4688, 1.7667], [-3.3435, 0.1410, 0.3764], [-0.8911, 1.5973, -1.5936], [0.4377, 1.4000, -0.3980], [-1.1445, 2.2940, 0.1621], [-0.3996, -1.2623, -1.5992], [-2.2404, -1.3373, -1.3921], [-1.4726, 0.0563, -2.2588], [2.1167, 1.7686, 0.5194], [1.7353, 0.9419, 2.0290], [3.1393, 0.4978, 1.3082], [1.8288, -2.2633, 0.3577], [1.8186, -1.3362, -1.2074], [3.1480, -1.1274, -0.1474]],
  "homo_energy_ev": -7.8,
  "homo_lumo_gap_ha": 0.3179
}

***

R.
{
  "formula": "C6H15NO",
  "method": "ωB97M-V with the def2-TZVPD basis set",
  "elements": ["C", "C", "C", "C", "N", "C", "C", "H", "H", "H", "H", "H", "H", "H", "H", "H", "H", "H", "H", "H", "H", "H", "O"],
  "xyz": [[2.2564, 0.6276, -0.1195], [1.2332, 1.3756, -0.9578], [-0.1795, 1.1887, -0.4557], [-0.9783, 0.1598, -0.7953], [-0.6216, -0.8609, -1.6972], [-0.7350, 2.1998, 0.4986], [-0.7160, 1.7627, 1.9637], [2.0076, 0.7848, 0.9220], [2.2695, -0.4460, -0.3800], [3.2385, 0.9703, -0.3545], [1.3580, 2.4692, -0.9399], [1.3017, 1.0126, -1.9877], [-1.9543, 0.0242, -0.3895], [0.3161, -0.8127, -2.0654], [-0.9071, -1.8146, -1.6136], [-0.4843, 3.2757, 0.3754], [-1.7683, 2.4138, 0.1021], [-0.2868, 0.7705, 2.0327], [-1.7141, 1.9445, 2.3517], [0.0281, 2.3601, 2.5255], [-1.2348, -6.0354, -0.2361], [-0.9575, -7.1092, 0.5425], [-1.4717, -6.2612, 0.6783]],
  "smiles": "CCC(=CN)CC.O",
  "homo_energy_ev": -7.6,
  "homo_lumo_gap_ha": 0.3020
}

***

Energies relative to the most stable structure, in hartree: P 0.0000; Q 0.1241; R 0.0027.